Formula: C31H76Cl2NiO23P3
Source: the Open Molecules 2025 dataset
Level of theory: ωB97M-V/def2-TZVPD

Results
Frontier orbital gap (alpha / beta)   7.4 / 6.3 eV
Max |F|   0.0695 hartree/bohr
Multiplicity   3
Charge   +1
Lowest unoccupied orbital energy (alpha / beta)   -3.871 / -4.923 eV
Expectation value of S²   2.0052

Each line ends with the Mulliken charge.
Element x y z (Å)
Ni1 -2.70 -0.53 1.76  0.880
C1 1.15 0.63 0.96  0.028
C2 -0.27 0.24 1.17  1.635
O1 -1.27 1.00 1.19  -0.565
O2 -0.59 -0.97 1.28  -0.883
H1 1.53 1.32 1.72  0.125
H2 1.23 1.08 -0.03  -0.019
H3 1.81 -0.24 0.99  -0.481
C3 7.44 2.74 -3.56  -0.671
O3 6.14 2.49 -3.93  -0.392
P1 5.03 2.04 -2.83  0.936
O4 5.07 0.57 -2.43  -0.542
O5 5.23 3.10 -1.65  -0.317
C4 4.99 2.68 -0.29  -0.138
O6 3.58 2.50 -3.45  -0.378
C5 2.37 2.42 -2.72  -0.369
H4 7.64 2.70 -2.49  0.276
H5 7.78 3.74 -3.84  0.276
H6 8.20 2.15 -4.06  0.297
H7 5.91 2.96 0.22  0.331
H8 4.76 1.63 -0.16  0.239
H9 4.17 3.31 0.06  -0.204
H10 2.41 3.11 -1.88  0.336
H11 2.20 1.45 -2.25  0.042
H12 1.50 2.65 -3.34  0.268
C6 1.30 0.92 -6.06  -0.696
O7 0.40 0.18 -5.23  -0.231
P2 -1.15 0.62 -4.91  1.034
O8 -1.38 2.10 -4.94  -0.688
O9 -2.06 -0.23 -5.93  -0.380
C7 -1.95 0.06 -7.29  -0.615
O10 -1.34 -0.08 -3.45  -0.255
C8 -1.18 0.70 -2.28  0.595
H13 2.26 1.02 -5.55  0.113
H14 0.87 1.92 -6.10  0.423
H15 1.49 0.53 -7.06  0.284
H16 -1.02 0.57 -7.56  0.261
H17 -2.82 0.56 -7.70  0.287
H18 -1.99 -0.87 -7.86  0.254
H19 -2.03 0.64 -1.59  -0.129
H20 -0.90 1.74 -2.43  -0.207
H21 -0.38 0.15 -1.78  -0.107
C9 3.84 -2.09 2.25  -0.723
O11 2.93 -1.36 2.99  0.205
P3 2.89 -1.68 4.54  0.643
O12 4.22 -1.59 5.20  -0.753
O13 1.72 -0.73 5.06  -0.248
C10 1.75 0.66 4.87  -0.508
O14 2.23 -3.20 4.66  -0.420
C11 0.87 -3.35 4.27  0.259
H22 4.40 -2.83 2.82  0.483
H23 4.54 -1.44 1.72  0.211
H24 3.28 -2.66 1.50  0.201
H25 0.76 1.01 4.57  -0.085
H26 2.54 0.98 4.20  0.456
H27 1.96 1.00 5.88  0.325
H28 0.31 -2.54 3.81  -0.205
H29 0.28 -3.59 5.16  0.445
H30 0.89 -4.24 3.65  -0.176
C12 -2.51 1.84 4.07  -0.776
O15 -2.44 0.41 3.70  -0.246
C13 -1.94 -0.46 4.67  -0.044
C14 -2.44 -1.91 4.42  -0.675
O16 -2.38 -2.18 3.02  -0.126
C15 -2.97 -3.40 2.71  -0.680
C16 -2.70 -3.58 1.22  -0.199
O17 -3.01 -2.37 0.54  -0.292
C17 -2.97 -2.54 -0.91  -0.640
H31 -3.24 2.01 4.87  0.424
H32 -2.90 2.38 3.21  0.129
H33 -1.60 2.35 4.37  0.244
H34 -2.40 -0.11 5.60  0.652
H35 -0.87 -0.52 4.82  -0.200
H36 -3.48 -2.00 4.73  0.483
H37 -1.85 -2.69 4.90  0.321
H38 -4.04 -3.40 2.91  0.321
H39 -2.48 -4.23 3.22  0.376
H40 -3.24 -4.43 0.80  0.681
H41 -1.66 -3.89 1.07  -0.143
H42 -3.54 -1.73 -1.38  0.251
H43 -3.26 -3.52 -1.27  0.434
H44 -1.97 -2.45 -1.33  0.079
C18 -1.10 4.78 -1.96  -0.377
O18 -1.98 4.93 -0.89  -0.466
C19 -2.62 3.68 -0.54  0.863
C20 -3.73 3.26 -1.46  -0.549
O19 -4.85 4.16 -1.56  -0.350
C21 -5.72 4.21 -0.38  -0.201
C22 -6.95 5.02 -0.75  -0.840
O20 -7.67 4.61 -1.88  -0.287
C23 -9.04 4.87 -1.80  -0.770
H45 -0.78 5.78 -2.25  0.390
H46 -1.43 4.18 -2.81  0.283
H47 -0.15 4.32 -1.66  -0.064
H48 -3.01 3.78 0.48  -0.024
H49 -1.87 2.92 -0.33  -0.374
H50 -4.02 2.25 -1.20  0.408
H51 -3.44 3.21 -2.51  0.110
H52 -5.13 4.52 0.48  0.334
H53 -6.05 3.19 -0.14  0.213
H54 -6.64 6.03 -1.02  0.342
H55 -7.55 5.13 0.16  0.474
H56 -9.18 5.95 -1.70  0.311
H57 -9.42 4.45 -0.87  0.322
H58 -9.66 4.47 -2.60  0.254
C24 3.64 -9.29 0.40  -0.744
O21 2.80 -8.19 0.31  -0.268
C25 2.60 -7.55 1.56  -0.802
C26 1.46 -6.44 1.37  -0.572
O22 1.98 -5.31 0.58  -0.221
C27 1.19 -4.76 -0.47  -0.502
C28 1.61 -3.32 -0.84  0.733
O23 2.88 -3.28 -1.47  -0.470
C29 3.31 -1.95 -1.79  -0.432
H59 3.89 -9.77 -0.54  0.240
H60 3.04 -9.96 1.02  0.316
H61 4.60 -9.06 0.87  0.293
H62 3.47 -7.01 1.93  0.347
H63 2.34 -8.26 2.35  0.506
H64 1.08 -6.13 2.35  0.261
H65 0.69 -7.00 0.85  0.398
H66 0.17 -4.81 -0.10  0.094
H67 1.28 -5.36 -1.38  0.323
H68 1.75 -2.82 0.11  -0.567
H69 0.85 -2.87 -1.48  0.250
H70 3.24 -1.24 -0.96  0.086
H71 2.70 -1.54 -2.60  0.300
H72 4.35 -1.97 -2.11  0.360
Cl1 2.13 4.79 0.90  -0.185
C30 0.67 5.28 1.82  -0.527
C31 0.08 4.12 2.55  0.350
Cl2 1.15 3.62 3.83  -0.188
H73 0.03 5.64 1.01  0.210
H74 0.99 6.12 2.43  0.437
H75 0.05 3.22 1.95  -0.526
H76 -0.94 4.20 2.92  0.359